No. 1
DFT (wB97M-V/def2-TZVPD) results for a 2-piece molecular cluster, C6H12BrN3O2 overall in a non-equilibrium geometry.

```
24
Properties=species:S:1:pos:R:3:forces:R:3:nbo_charge:R:1
C 0.615288 0.341134 -0.504786 1.361 -0.417 0.068 0.10
C -0.325241 -0.612773 -1.122755 -1.984 -1.069 0.867 0.74
C 1.180985 -0.187015 1.828199 -1.535 1.388 -0.169 0.66
C -1.614542 -2.604743 -0.607486 2.445 -0.671 2.670 -0.25
C 1.208370 1.437862 -1.307731 1.281 1.186 0.107 -0.31
C -1.233273 0.848239 2.409697 0.650 0.818 -1.376 -0.41
N 1.250740 0.101202 0.647038 -1.303 -0.106 0.390 -0.35
N 1.618581 -0.588572 2.977114 -0.769 0.486 -0.062 -0.75
N 0.397191 1.714808 -2.583802 5.220 -3.153 -1.545 -0.73
O -1.018731 -0.382852 -2.119322 1.406 0.021 0.405 -0.59
O -0.515739 -1.638584 -0.326920 -0.393 -0.135 -0.490 -0.47
Br -1.773505 1.615534 0.865130 0.404 -0.157 -0.271 0.34
H -1.944719 -2.862137 0.387782 -0.505 0.255 0.182 0.21
H -1.160761 -3.499962 -0.941061 0.621 -0.722 -0.818 0.23
H -2.350477 -2.287097 -1.231343 -1.858 1.386 -1.733 0.22
H 2.344702 1.387996 -1.423011 -1.405 -1.011 -1.116 0.29
H 1.364106 2.252509 -0.633045 -1.149 1.409 0.261 0.27
H -1.648856 -0.112843 2.500578 -0.220 -1.031 0.851 0.23
H -0.918616 1.571244 3.132884 0.192 -0.199 0.646 0.25
H 1.163443 -0.302341 3.884263 0.916 -0.607 -1.465 0.48
H 2.478789 -1.097010 2.917033 0.606 -0.543 0.825 0.45
H -0.151770 2.535877 -2.705838 -0.329 1.006 0.136 0.46
H -0.159586 0.796587 -2.653449 -0.867 0.757 -0.305 0.47
H 1.193622 1.572936 -3.389169 -2.787 1.108 1.943 0.47
```
Positions in Å, forces in eV/Å.

The strongest force on any atom comes out at 6.291 eV/Å. Its charge is +2. Its energy is -3123.80626 Eh. As for the gap between HOMO and LUMO (alpha / beta): 7.69 / 6.58 eV. Its HOMO energy (alpha / beta) is -16.6 / -16.2 eV.

---

No. 2
DFT (wB97M-V/def2-TZVPD) results for C44H40N8O2P2RbS2Se as an isolated structure.

```
100
Properties=species:S:1:pos:R:3:forces:R:3:lowdin_spin:R:1
Rb -0.140812 -0.072660 -0.687616 0.404 0.424 -0.163 0.00
C -0.798833 2.748229 -4.653862 0.042 0.023 -0.076 0.00
C -0.968853 2.171950 -3.381175 -0.105 0.031 0.053 0.00
N -0.193120 2.438881 -2.360922 -0.090 -0.056 0.008 0.00
C 0.839521 3.302906 -2.512387 0.061 0.055 -0.079 0.00
C 1.114401 3.914243 -3.767233 -0.070 -0.114 0.079 0.00
C 0.242495 3.609951 -4.838187 -0.010 -0.028 0.021 0.00
C 2.225414 4.770863 -3.926991 0.104 0.072 0.033 0.00
C 3.049597 4.979784 -2.848609 -0.087 -0.043 -0.051 0.00
C 2.786974 4.413367 -1.597847 -0.065 -0.080 0.006 0.00
C 1.671284 3.592915 -1.351578 0.155 0.162 0.056 0.00
N 1.369283 3.011258 -0.173987 -0.107 -0.361 -0.041 0.00
C 1.728562 3.536293 1.011087 -0.045 0.181 -0.064 0.00
C 1.964010 4.901282 1.255228 0.033 -0.016 0.029 0.00
C 2.331057 5.395248 2.510289 -0.016 -0.084 0.029 0.00
C 2.477790 4.571409 3.597609 0.032 0.069 -0.009 0.00
C 2.184360 3.196854 3.444352 -0.086 -0.063 -0.135 0.00
C 2.250235 2.295763 4.530515 -0.008 -0.014 0.005 0.00
C 1.896266 0.990137 4.359356 0.005 0.028 0.092 0.00
C 1.464083 0.577236 3.085503 -0.044 0.132 -0.072 0.00
N 1.412017 1.371235 2.043681 0.022 -0.017 0.001 0.00
C 1.778159 2.670990 2.185215 -0.019 0.033 0.056 0.00
H -1.470188 2.486737 -5.462148 -0.006 0.008 0.013 0.00
H -1.787890 1.475118 -3.202670 0.047 0.008 0.003 0.00
H 0.428228 4.064158 -5.806197 0.001 -0.007 0.005 0.00
H 2.423020 5.226397 -4.891201 -0.017 -0.033 0.021 0.00
H 3.928599 5.606613 -2.964042 0.005 -0.016 0.021 0.00
H 3.472899 4.596223 -0.781606 -0.001 0.036 -0.026 0.00
H 1.852225 5.594229 0.432379 0.017 0.004 0.020 0.00
H 2.506979 6.460544 2.622276 -0.004 0.013 -0.030 0.00
H 2.786105 4.952374 4.565011 -0.020 -0.023 -0.011 0.00
H 2.570159 2.669309 5.498382 -0.004 -0.005 -0.004 0.00
H 1.919055 0.280557 5.177844 -0.009 -0.003 -0.033 0.00
H 1.145421 -0.443992 2.932172 0.050 -0.049 -0.004 0.00
N 1.562372 -3.636709 1.242760 0.221 0.349 -0.135 0.00
P 0.029627 -2.821673 1.087433 -0.492 -0.746 0.308 0.00
C -0.345119 -2.460519 2.859877 0.064 0.036 -0.050 0.00
C 0.426056 -2.907672 3.927651 0.009 0.004 0.053 0.00
C 0.058916 -2.595773 5.231640 0.002 0.029 -0.012 0.00
C -1.078250 -1.834689 5.475968 0.008 -0.016 -0.068 0.00
C -1.843469 -1.376033 4.410220 0.003 0.023 0.035 0.00
C -1.474461 -1.681315 3.108998 0.089 -0.018 -0.112 0.00
C -1.073175 -4.304686 0.980118 0.180 -0.038 -0.008 0.00
C -2.282417 -4.135039 0.309608 0.029 0.049 -0.009 0.00
C -3.198917 -5.177051 0.234896 -0.007 -0.041 -0.001 0.00
C -2.907691 -6.405066 0.810334 0.027 0.024 -0.003 0.00
C -1.701953 -6.585146 1.478831 0.026 0.030 0.007 0.00
C -0.795880 -5.538280 1.571834 -0.057 0.015 0.003 0.00
C 2.668992 -2.808358 0.980700 -0.337 -0.083 0.012 0.00
C 3.982933 -3.273179 0.975035 0.138 -0.051 -0.085 0.00
C 4.987602 -2.364302 0.698726 -0.079 -0.044 -0.015 0.00
C 4.668631 -1.037151 0.431111 0.001 -0.126 -0.091 0.00
C 3.334974 -0.679269 0.471613 0.060 0.157 0.098 0.00
N 2.364398 -1.535741 0.781178 0.063 0.175 -0.074 0.00
H 1.624307 -4.553486 0.826860 0.002 -0.049 0.003 0.00
H 1.322888 -3.485979 3.736053 -0.030 -0.009 -0.021 0.00
H 0.667875 -2.941203 6.060259 -0.007 0.000 -0.019 0.00
H -1.361642 -1.590657 6.493370 0.015 0.006 -0.012 0.00
H -2.721458 -0.763517 4.580375 0.024 -0.026 -0.031 0.00
H -2.071492 -1.290396 2.287183 -0.010 -0.051 0.078 0.00
H -2.518649 -3.176612 -0.144140 -0.016 -0.026 0.009 0.00
H -4.140337 -5.025598 -0.280302 0.038 0.019 0.013 0.00
H -3.617463 -7.221539 0.743141 0.005 0.016 0.002 0.00
H -1.474418 -7.539474 1.940908 0.001 0.021 -0.011 0.00
H 0.121765 -5.675016 2.134146 -0.006 0.000 -0.016 0.00
H 4.201714 -4.319077 1.153452 -0.028 0.028 0.025 0.00
H 6.018878 -2.693668 0.673185 0.004 -0.019 -0.014 0.00
H 5.425749 -0.309957 0.171459 -0.023 -0.022 0.011 0.00
H 3.017603 0.338339 0.258640 0.017 -0.016 0.096 0.00
C -7.007610 -0.689598 -2.007307 0.036 0.043 0.081 0.00
C -6.446379 0.650866 -1.572149 -0.035 0.045 -0.040 0.00
O -5.999336 0.603244 -0.218631 0.097 -0.162 0.039 0.00
P -4.417394 0.548674 0.140418 -0.140 0.209 -0.020 0.00
S -4.255141 0.257043 2.070594 -0.077 -0.020 -0.037 0.00
S -3.462237 -0.652856 -1.122044 0.039 -0.061 -0.008 0.00
O -4.058668 2.082102 -0.255807 0.027 0.036 0.153 0.00
C -2.772011 2.620168 0.093183 -0.035 0.114 -0.016 0.00
C -2.873907 3.574301 1.266294 -0.022 -0.036 -0.059 0.00
H -7.335269 -0.636636 -3.049563 -0.005 -0.012 0.031 0.00
H -7.859101 -0.966631 -1.381703 0.026 -0.009 -0.015 0.00
H -6.236244 -1.452641 -1.915350 0.004 -0.018 -0.027 0.00
H -7.225819 1.415174 -1.604219 0.006 0.070 -0.024 0.00
H -5.636326 0.961428 -2.233169 0.054 -0.021 0.002 0.00
H -2.398190 3.137764 -0.787609 0.038 -0.044 -0.084 0.00
H -2.068637 1.818686 0.321880 -0.031 -0.050 0.033 0.00
H -3.611994 4.350825 1.050308 0.044 0.005 0.017 0.00
H -1.899728 4.041663 1.436908 -0.045 -0.021 -0.009 0.00
H -3.178777 3.039700 2.164526 -0.018 -0.005 0.006 0.00
Se 4.234793 -3.778522 -2.814330 0.155 -0.161 0.179 0.21
N 4.178502 -3.156869 -4.509854 -0.026 0.077 -0.021 0.23
C 3.072198 -2.411640 -4.569553 -0.111 0.004 -0.047 0.00
C 2.633156 -1.720975 -5.711961 -0.080 0.006 0.097 0.13
C 1.442685 -1.006699 -5.634037 0.073 -0.052 -0.047 0.07
C 0.727757 -0.990535 -4.442536 -0.067 -0.020 0.215 0.10
N 1.093201 -1.611081 -3.314435 0.129 0.028 -0.001 0.07
C 2.248466 -2.322554 -3.352906 -0.027 0.031 -0.132 -0.01
N 2.697665 -2.993002 -2.292542 -0.146 0.134 0.004 0.18
H 3.219910 -1.763147 -6.621362 0.015 -0.004 0.009 0.01
H 1.065315 -0.459926 -6.489620 -0.016 0.011 0.015 0.00
H -0.207869 -0.439240 -4.389183 0.040 0.014 -0.012 0.01
```
Positions in Å, forces in eV/Å.

The strongest force on any atom comes out at 0.945 eV/Å. Its charge is -2. Its energy is -6194.07242 Eh. As for the gap between HOMO and LUMO (alpha / beta): 4.36 / 5.39 eV. Its spin multiplicity is 2. Its HOMO energy (alpha / beta) is -0.7 / -1.7 eV. As for the energy above the lowest of the compared OMol25 structures with the same formula, charge and spin: 9.7 kJ/mol.

---

No. 3
DFT (wB97M-V/def2-TZVPD) results for C3H4CuO3 as an isolated structure in a non-equilibrium geometry.

```
11
Properties=species:S:1:pos:R:3:forces:R:3:nbo_charge:R:1
H 1.579765 -1.295006 0.466827 -0.055 0.125 -0.335 0.16
O -1.742691 1.696093 1.114888 1.642 -1.012 -2.570 -0.55
O 1.884023 0.448173 -0.591368 -0.015 0.508 -0.033 -0.86
C 1.336033 -0.805817 -0.498037 -2.131 -0.663 0.095 -0.07
C -0.302522 -0.853554 -0.649050 1.785 -1.841 -0.446 -0.13
O -1.078581 -0.322513 0.430557 0.863 1.720 -1.792 -0.50
C -1.058461 1.053506 0.312162 -1.184 0.845 3.976 0.43
H 1.679792 -1.448115 -1.333571 -0.063 0.176 0.303 0.16
H -0.576617 -1.916435 -0.689481 0.177 0.192 0.144 0.20
H -0.564746 -0.453612 -1.643301 -0.059 0.336 0.554 0.18
Cu 0.756650 1.826495 -0.299612 -0.961 -0.385 0.104 0.98
```
Positions in Å, forces in eV/Å.

The strongest force on any atom comes out at 4.234 eV/Å. Its charge is 0. Its energy is -1982.80051 Eh. As for the gap between HOMO and LUMO (alpha / beta): 8.43 / 7.22 eV. Its spin multiplicity is 2. Its HOMO energy (alpha / beta) is -9.2 / -9.4 eV. As for the energy above the lowest of the compared OMol25 structures with the same formula, charge and spin: 114.0 kJ/mol.

---

Q: Among the records above, which one has the lowest strongest force on any atom?
A: C44H40N8O2P2RbS2Se

---

Q: Number 1 is which compound?
A: C6H12BrN3O2